Computed, not measured: a structure of composition C35H30BrIN6O3Se2SnTe2, with the ωB97M-V functional and the def2-TZVPD basis.

ORCA input file:
```
! RIJCOSX wB97M-V def2-TZVPD def2/J DEFGRID3
* xyz -2 1
Sn -0.580 0.841 -0.678
C -0.173 -4.368 0.280
C 1.082 -3.910 -0.398
N 2.136 -4.683 -0.373
C 3.264 -4.262 -1.002
C 3.341 -3.084 -1.701
C 4.650 -2.734 -2.349
O 4.573 -2.957 -3.766
C 2.217 -2.223 -1.747
C 2.282 -0.991 -2.514
N 1.444 -0.030 -2.411
C 1.653 1.162 -3.114
C 2.857 1.861 -3.017
C 3.006 3.106 -3.607
C 1.949 3.682 -4.295
C 0.745 3.001 -4.402
C 0.604 1.750 -3.826
I -1.207 0.741 -4.027
C 1.037 -2.598 -1.041
O 0.002 -1.897 -0.953
H 0.043 -5.241 0.895
H -0.606 -3.567 0.883
H -0.935 -4.629 -0.461
H 4.128 -4.916 -0.935
H 4.907 -1.688 -2.156
H 5.436 -3.361 -1.915
H 5.386 -2.627 -4.159
H 3.116 -0.907 -3.220
H 3.653 1.433 -2.421
H 3.940 3.644 -3.494
H 2.040 4.676 -4.714
H -0.101 3.456 -4.900
Br -0.210 7.839 2.424
C 0.001 6.190 1.491
C 0.721 6.174 0.285
C 0.869 5.007 -0.406
C 0.287 3.791 0.051
O 0.402 2.735 -0.678
C -0.375 3.822 1.305
C -0.722 2.632 2.024
N -0.606 1.417 1.600
C -0.650 0.387 2.562
C -1.601 0.305 3.542
C -1.574 -0.752 4.478
C -0.594 -1.702 4.435
C 0.412 -1.632 3.441
C 1.471 -2.567 3.348
C 2.403 -2.432 2.367
C 2.275 -1.356 1.455
N 1.316 -0.473 1.504
C 0.382 -0.595 2.489
C -0.525 5.040 1.996
H 1.129 7.097 -0.107
H 1.367 4.977 -1.366
H -0.963 2.782 3.076
H -2.388 1.051 3.575
H -2.351 -0.806 5.231
H -0.575 -2.520 5.146
H 1.513 -3.392 4.052
H 3.208 -3.143 2.244
H 2.991 -1.253 0.645
H -1.077 5.043 2.929
Se -4.002 2.937 1.718
Te -3.337 2.615 -0.699
Te -2.850 5.230 -1.394
Se -1.734 4.881 -3.594
C -5.358 -1.446 2.774
C -4.490 -1.580 1.568
C -4.282 -2.611 0.672
C -3.357 -2.099 -0.262
N -3.022 -0.856 0.047
N -3.710 -0.569 1.162
C -2.853 -2.739 -1.513
H -6.172 -2.169 2.741
H -5.782 -0.441 2.824
H -4.792 -1.618 3.692
H -4.739 -3.587 0.677
H -3.757 0.404 1.496
H -2.996 -3.820 -1.472
H -1.792 -2.519 -1.654
H -3.403 -2.360 -2.377
*
```

The value obtained for the relative energy (zero: lowest compared OMol25 entry of this formula, charge and spin) is 0.0 kJ/mol. Its strongest force on any atom is 0.5 eV Å⁻¹. The HOMO-LUMO gap comes out at 4.615 eV. The HOMO energy comes out at -0.7857 eV.

Löwdin analysis output, partial charges in e: number 1, Sn, carries 1.13; number 2, C, carries -0.03; number 3, C, carries -0.27; number 4, N, carries 0.09; number 5, C, carries -0.15; number 6, C, carries -0.20; number 7, C, carries -0.23; number 8, O, carries -0.07; number 9, C, carries -0.10; number 10, C, carries -0.07; number 11, N, carries 0.00; number 12, C, carries -0.39; number 13, C, carries -0.04; number 14, C, carries -0.10; number 15, C, carries -0.10; number 16, C, carries -0.24; number 17, C, carries -0.65; number 18, I, carries 0.91; number 19, C, carries -0.37; number 20, O, carries -0.18; number 21, H, carries 0.07; number 22, H, carries 0.07; number 23, H, carries 0.07; number 24, H, carries 0.09; number 25, H, carries 0.11; number 26, H, carries 0.11; number 27, H, carries 0.08; number 28, H, carries 0.12; number 29, H, carries 0.11; number 30, H, carries 0.09; number 31, H, carries 0.10; number 32, H, carries -0.02; number 33, Br, carries 0.65; number 34, C, carries -0.70; number 35, C, carries -0.14; number 36, C, carries -0.02; number 37, C, carries -0.39; number 38, O, carries -0.28; number 39, C, carries -0.19; number 40, C, carries -0.16; number 41, N, carries -0.06; number 42, C, carries -0.22; number 43, C, carries -0.03; number 44, C, carries -0.08; number 45, C, carries -0.05; number 46, C, carries -0.16; number 47, C, carries -0.03; number 48, C, carries -0.05; number 49, C, carries -0.13; number 50, N, carries 0.13; number 51, C, carries -0.16; number 52, C, carries -0.11; number 53, H, carries 0.10; number 54, H, carries 0.11; number 55, H, carries 0.12; number 56, H, carries 0.07; number 57, H, carries 0.10; number 58, H, carries 0.10; number 59, H, carries 0.11; number 60, H, carries 0.10; number 61, H, carries 0.11; number 62, H, carries 0.11; number 63, Se, carries -0.30; number 64, Te, carries 0.08; number 65, Te, carries 0.03; number 66, Se, carries -0.39; number 67, C, carries -0.03; number 68, C, carries -0.32; number 69, C, carries 0.00; number 70, C, carries -0.35; number 71, N, carries 0.04; number 72, N, carries 0.01; number 73, C, carries -0.04; number 74, H, carries 0.07; number 75, H, carries 0.08; number 76, H, carries 0.07; number 77, H, carries 0.09; number 78, H, carries -0.01; number 79, H, carries 0.06; number 80, H, carries 0.05; number 81, H, carries 0.07

***

Computed, not measured: a structure of composition C35H30LiN9O3S4, with the ωB97M-V functional and the def2-TZVPD basis.

ORCA input file:
```
! RIJCOSX wB97M-V def2-TZVPD def2/J DEFGRID3
* xyz -2 1
Li 15.236 14.032 5.565
S 15.763 15.443 7.801
S 14.721 17.012 7.415
S 12.953 16.639 6.256
S 13.273 15.897 4.549
C 10.373 11.098 6.767
N 11.551 12.006 6.831
C 12.640 12.148 6.050
N 13.434 13.092 6.489
C 12.779 13.565 7.572
N 11.625 12.972 7.820
C 10.250 10.262 8.013
C 9.048 10.234 8.714
C 8.879 9.483 9.874
C 9.926 8.691 10.328
C 11.146 8.718 9.627
C 11.315 9.496 8.481
C 12.314 7.963 10.044
N 12.437 7.127 11.045
N 13.738 6.663 11.046
C 14.378 7.251 10.070
O 13.512 8.091 9.346
C 15.775 7.152 9.670
C 16.703 6.374 10.393
C 18.039 6.377 9.995
C 18.408 7.125 8.870
C 17.479 7.876 8.150
C 17.904 8.669 6.923
N 17.461 10.090 6.982
C 16.324 10.726 6.608
N 16.308 11.974 7.017
C 17.444 12.075 7.715
N 18.202 10.993 7.704
C 16.144 7.877 8.544
H 10.502 10.472 5.854
H 9.475 11.748 6.694
H 12.864 11.511 5.186
H 13.166 14.364 8.187
H 8.211 10.836 8.348
H 7.945 9.517 10.425
H 9.826 8.058 11.210
H 12.273 9.520 7.960
H 16.345 5.768 11.233
H 18.801 5.809 10.540
H 19.470 7.136 8.574
H 17.498 8.231 5.980
H 19.006 8.703 6.897
H 15.514 10.251 6.043
H 17.736 12.974 8.251
H 15.396 8.444 7.972
C 22.871 14.378 9.338
C 22.574 14.897 7.938
C 23.261 16.019 7.445
C 22.972 16.551 6.196
C 22.017 15.954 5.392
C 21.344 14.791 5.820
N 20.316 14.263 5.035
C 20.081 12.959 4.661
C 21.057 11.943 4.702
C 20.735 10.636 4.390
C 19.430 10.292 4.049
C 18.442 11.269 4.003
C 18.729 12.596 4.314
C 17.619 13.682 4.302
O 17.987 14.882 4.388
O 16.458 13.219 4.243
C 21.636 14.233 7.120
C 20.872 13.026 7.677
H 23.671 14.983 9.802
H 23.206 13.312 9.306
H 22.009 14.412 10.025
H 24.033 16.490 8.056
H 23.511 17.436 5.857
H 21.774 16.383 4.409
H 19.481 14.863 4.779
H 22.069 12.170 5.048
H 21.495 9.850 4.476
H 19.202 9.253 3.831
H 17.397 11.054 3.747
H 21.358 12.053 7.449
H 19.864 12.998 7.233
H 20.753 13.105 8.773
*
```

The value obtained for the relative energy (zero: lowest compared OMol25 entry of this formula, charge and spin) is 0.0 kJ/mol. Its strongest force on any atom is 4.2 eV Å⁻¹. The HOMO-LUMO gap comes out at 2.457 eV. The HOMO energy comes out at 0.4597 eV.

Löwdin analysis output, partial charges in e: number 1, Li, carries 0.41; number 2, S, carries -0.30; number 3, S, carries -0.33; number 4, S, carries -0.38; number 5, S, carries -0.31; number 6, C, carries -0.08; number 7, N, carries -0.13; number 8, C, carries -0.17; number 9, N, carries 0.03; number 10, C, carries -0.26; number 11, N, carries 0.11; number 12, C, carries -0.20; number 13, C, carries -0.04; number 14, C, carries -0.07; number 15, C, carries -0.02; number 16, C, carries -0.14; number 17, C, carries 0.04; number 18, C, carries -0.26; number 19, N, carries 0.09; number 20, N, carries 0.09; number 21, C, carries -0.25; number 22, O, carries 0.09; number 23, C, carries -0.15; number 24, C, carries -0.02; number 25, C, carries -0.07; number 26, C, carries -0.04; number 27, C, carries -0.19; number 28, C, carries -0.07; number 29, N, carries -0.11; number 30, C, carries -0.17; number 31, N, carries 0.10; number 32, C, carries -0.22; number 33, N, carries 0.11; number 34, C, carries 0.04; number 35, H, carries 0.14; number 36, H, carries 0.13; number 37, H, carries 0.13; number 38, H, carries 0.05; number 39, H, carries 0.11; number 40, H, carries 0.10; number 41, H, carries 0.11; number 42, H, carries 0.13; number 43, H, carries 0.11; number 44, H, carries 0.10; number 45, H, carries 0.12; number 46, H, carries 0.14; number 47, H, carries 0.12; number 48, H, carries 0.13; number 49, H, carries 0.10; number 50, H, carries 0.13; number 51, C, carries -0.07; number 52, C, carries -0.24; number 53, C, carries -0.09; number 54, C, carries -0.12; number 55, C, carries -0.03; number 56, C, carries -0.18; number 57, N, carries 0.08; number 58, C, carries -0.19; number 59, C, carries -0.06; number 60, C, carries -0.13; number 61, C, carries -0.15; number 62, C, carries -0.06; number 63, C, carries -0.05; number 64, C, carries -0.61; number 65, O, carries -0.01; number 66, O, carries -0.12; number 67, C, carries -0.13; number 68, C, carries -0.04; number 69, H, carries 0.07; number 70, H, carries 0.09; number 71, H, carries 0.08; number 72, H, carries 0.09; number 73, H, carries 0.09; number 74, H, carries 0.11; number 75, H, carries 0.10; number 76, H, carries 0.11; number 77, H, carries 0.09; number 78, H, carries 0.08; number 79, H, carries 0.11; number 80, H, carries 0.09; number 81, H, carries 0.05; number 82, H, carries 0.07

***

Computed, not measured: a structure of composition C35H31AsAuCl3N4O2PS, with the ωB97M-V functional and the def2-TZVPD basis.

ORCA input file:
```
! RIJCOSX wB97M-V def2-TZVPD def2/J DEFGRID3
* xyz 1 1
Au -0.811 -2.294 -0.093
N 1.472 -6.086 0.486
C 0.620 -5.065 0.422
S 1.252 -3.496 0.772
N -0.635 -5.327 0.149
N -1.521 -4.381 0.079
C -2.784 -4.569 -0.065
C -3.666 -3.433 -0.122
C -5.041 -3.567 -0.338
C -5.817 -2.429 -0.456
C -5.210 -1.185 -0.364
C -3.849 -1.141 -0.111
N -3.113 -2.222 0.033
H 2.443 -5.920 0.686
H 1.168 -7.009 0.223
H -3.198 -5.567 -0.160
H -5.480 -4.548 -0.413
H -6.881 -2.501 -0.623
H -5.768 -0.270 -0.484
H -3.329 -0.200 -0.010
Cl 0.238 -3.278 -5.109
C -1.324 -3.258 -4.312
Cl -1.972 -4.899 -4.193
Cl -2.453 -2.243 -5.198
C -1.188 -2.776 -2.838
O -2.051 -2.023 -2.409
O -0.234 -3.262 -2.216
C 1.414 0.736 0.380
C 2.607 0.594 -0.534
As 4.117 1.708 0.158
C 3.385 3.521 0.138
C 2.387 3.951 -0.732
C 1.993 5.278 -0.738
C 2.601 6.193 0.107
C 3.612 5.781 0.960
C 4.013 4.458 0.959
C 3.975 1.219 2.057
C 4.524 -0.007 2.424
C 4.413 -0.467 3.723
C 3.769 0.307 4.675
C 3.233 1.534 4.320
C 3.336 1.993 3.018
P -0.214 -0.019 -0.123
C -0.521 0.432 -1.837
C 0.343 -0.195 -2.740
C 0.137 -0.075 -4.098
C -0.962 0.632 -4.564
C -1.850 1.209 -3.670
C -1.641 1.109 -2.306
C -1.253 0.893 1.042
C -1.621 2.224 0.872
C -2.363 2.856 1.852
C -2.712 2.185 3.013
C -2.314 0.871 3.202
C -1.594 0.223 2.216
H 1.173 1.797 0.534
H 1.633 0.296 1.361
H 2.392 0.933 -1.550
H 2.949 -0.442 -0.585
H 1.916 3.254 -1.416
H 1.219 5.605 -1.418
H 2.301 7.229 0.088
H 4.101 6.491 1.610
H 4.828 4.135 1.600
H 5.046 -0.601 1.681
H 4.837 -1.420 3.997
H 3.693 -0.039 5.695
H 2.734 2.143 5.059
H 2.910 2.952 2.750
H 1.138 -0.825 -2.360
H 0.820 -0.546 -4.789
H -1.141 0.705 -5.626
H -2.727 1.721 -4.040
H -2.355 1.540 -1.621
H -1.338 2.758 -0.024
H -2.667 3.883 1.716
H -3.287 2.689 3.775
H -2.565 0.355 4.117
H -1.291 -0.810 2.333
*
```

Its strongest force on any atom is 2.8 eV Å⁻¹. The HOMO-LUMO gap comes out at 4.975 eV. The HOMO energy comes out at -10.3744 eV.

Löwdin analysis output, partial charges in e: number 1, Au, carries 0.91; number 2, N, carries 0.12; number 3, C, carries -0.83; number 4, S, carries 0.67; number 5, N, carries 0.00; number 6, N, carries -0.11; number 7, C, carries -0.03; number 8, C, carries -0.25; number 9, C, carries 0.02; number 10, C, carries -0.02; number 11, C, carries -0.01; number 12, C, carries -0.11; number 13, N, carries 0.03; number 14, H, carries 0.10; number 15, H, carries 0.12; number 16, H, carries 0.15; number 17, H, carries 0.12; number 18, H, carries 0.12; number 19, H, carries 0.12; number 20, H, carries 0.10; number 21, Cl, carries 0.65; number 22, C, carries -1.52; number 23, Cl, carries 0.62; number 24, Cl, carries 0.65; number 25, C, carries -0.91; number 26, O, carries -0.06; number 27, O, carries -0.13; number 28, C, carries -0.36; number 29, C, carries -0.42; number 30, As, carries 1.31; number 31, C, carries -0.43; number 32, C, carries -0.12; number 33, C, carries -0.09; number 34, C, carries -0.08; number 35, C, carries -0.08; number 36, C, carries -0.14; number 37, C, carries -0.43; number 38, C, carries -0.13; number 39, C, carries -0.08; number 40, C, carries -0.08; number 41, C, carries -0.08; number 42, C, carries -0.12; number 43, P, carries 1.00; number 44, C, carries -0.36; number 45, C, carries -0.13; number 46, C, carries -0.09; number 47, C, carries -0.08; number 48, C, carries -0.06; number 49, C, carries -0.08; number 50, C, carries -0.39; number 51, C, carries -0.08; number 52, C, carries -0.06; number 53, C, carries -0.06; number 54, C, carries -0.06; number 55, C, carries -0.12; number 56, H, carries 0.08; number 57, H, carries 0.09; number 58, H, carries 0.05; number 59, H, carries 0.07; number 60, H, carries 0.09; number 61, H, carries 0.10; number 62, H, carries 0.11; number 63, H, carries 0.11; number 64, H, carries 0.10; number 65, H, carries 0.10; number 66, H, carries 0.10; number 67, H, carries 0.10; number 68, H, carries 0.11; number 69, H, carries 0.09; number 70, H, carries 0.11; number 71, H, carries 0.09; number 72, H, carries 0.11; number 73, H, carries 0.11; number 74, H, carries 0.09; number 75, H, carries 0.11; number 76, H, carries 0.11; number 77, H, carries 0.11; number 78, H, carries 0.11; number 79, H, carries 0.08

***

What is the strongest force on any atom in the third record? 2.8 eV Å⁻¹